(1)
{"formula": "C4H28NO13", "method": "wB97M-V/def2-TZVPD", "species": ["O", "C", "N", "C", "O", "C", "C", "O", "H", "H", "H", "H", "H", "H", "H", "H", "H", "H", "O", "H", "H", "O", "H", "H", "O", "H", "H", "O", "H", "H", "O", "H", "H", "O", "H", "H", "O", "H", "H", "O", "H", "H", "O", "H", "H", "O"], "coordinates": [[0.645, 0.936, 1.050], [-0.154, 0.210, 0.475], [0.074, -0.561, -0.591], [1.572, -0.551, -1.167], [1.923, -1.404, -2.019], [-1.501, 0.051, 1.216], [-2.701, -0.045, 0.183], [-3.834, -0.665, 0.874], [-0.555, -1.349, -0.754], [2.158, -0.589, -0.171], [1.609, 0.459, -1.785], [-1.386, -0.847, 1.860], [-1.663, 0.918, 1.945], [-2.934, 0.978, -0.088], [-2.653, -0.710, -0.749], [-4.265, 0.092, 1.300], [1.589, -1.662, 2.376], [2.111, -2.040, 1.006], [1.980, -2.444, 1.869], [1.849, -0.384, -3.852], [1.860, -1.753, -3.960], [1.663, -1.037, -4.538], [1.117, 2.636, 3.510], [-0.106, 1.843, 3.160], [0.502, 1.999, 3.872], [-0.480, -3.383, 0.503], [0.197, -2.515, 1.588], [-0.658, -2.766, 1.232], [1.771, 1.617, -1.304], [1.957, 2.822, -0.437], [1.413, 2.559, -1.179], [1.068, -2.678, -1.702], [1.313, -3.409, -0.266], [0.750, -3.397, -1.059], [3.300, 0.285, 1.344], [4.501, -0.633, 1.218], [3.907, -0.108, 0.711], [-2.284, 0.260, -2.712], [-3.801, -0.158, -2.792], [-3.012, -0.053, -3.288], [-1.701, 4.222, 1.719], [-2.536, 2.830, 1.325], [-2.354, 3.540, 1.913], [-0.255, 2.734, -0.187], [-0.918, 1.905, -1.262], [-1.080, 2.248, -0.389]], "atomic_forces_ev_per_a": [[2.1, -0.2, -0.4], [-2.0, 0.2, 3.3], [2.4, -0.3, -2.0], [-3.3, 2.6, 2.2], [0.8, -1.6, -1.0], [-0.3, -0.1, -1.0], [-0.6, -1.8, 1.3], [0.3, 1.4, -0.3], [0.4, 0.2, 0.0], [0.1, 0.8, -1.5], [0.3, -1.8, 1.2], [-0.5, 0.4, -0.8], [0.3, -1.0, -1.4], [-0.2, 0.0, -0.4], [0.9, 1.0, 1.4], [-0.2, -0.6, 0.1], [1.0, -1.4, -0.6], [0.4, 0.0, -0.1], [-0.7, 1.8, 1.0], [-0.1, 0.9, -0.8], [0.2, -1.8, -0.1], [-0.1, 1.1, 0.1], [0.2, 0.2, -0.1], [-0.4, -0.2, -0.6], [0.3, 0.0, 0.7], [-0.1, 0.3, 0.3], [0.1, -0.6, -0.1], [-0.9, -0.4, -0.2], [-0.8, 2.7, 0.5], [0.2, 0.4, 0.4], [1.3, -1.6, -0.7], [-0.3, -1.7, 1.4], [0.0, 0.0, -0.7], [0.2, 0.4, -0.7], [-0.1, 0.3, 0.3], [0.8, -0.7, 0.7], [-0.8, 0.5, -0.7], [-1.1, -0.3, -0.3], [-0.9, 0.0, 1.0], [1.9, 0.3, -0.7], [-0.2, -0.9, -0.9], [0.8, -0.1, -1.5], [-0.5, 1.1, 2.4], [-0.6, -0.5, -0.3], [0.1, 0.1, -0.6], [-0.5, 1.1, 0.2]], "gap_ha": [0.3562, 0.2102], "multiplicity": 2, "e_above_lowest_ev": 3.161, "homo_energy_ha": [-0.3707, -0.3695], "s2": 0.756, "e_tot_ev": -32704.803}


(2)
{"formula": "C42H62CrN5O2S3", "method": "wB97M-V/def2-TZVPD", "species": ["Cr", "C", "N", "C", "C", "C", "N", "C", "C", "C", "C", "C", "C", "C", "O", "C", "C", "C", "C", "C", "C", "C", "C", "C", "C", "C", "C", "C", "C", "C", "O", "C", "C", "C", "C", "C", "C", "C", "C", "H", "H", "H", "H", "H", "H", "H", "H", "H", "H", "H", "H", "H", "H", "H", "H", "H", "H", "H", "H", "H", "H", "H", "H", "H", "H", "H", "H", "H", "H", "H", "H", "H", "H", "H", "H", "H", "H", "H", "H", "H", "H", "H", "H", "H", "H", "H", "H", "H", "H", "H", "H", "H", "H", "N", "H", "H", "H", "S", "C", "S", "C", "N", "N", "C", "C", "C", "C", "C", "C", "S", "H", "H", "H", "H", "H"], "coordinates": [[-1.960, -0.783, 0.593], [-4.939, -1.549, 0.988], [-4.039, -1.646, -0.088], [-3.939, -3.051, -0.536], [-4.302, -0.716, -1.209], [-3.021, -0.319, -1.956], [-1.998, 0.369, -1.098], [-2.348, 1.809, -0.898], [-1.918, 2.403, 0.389], [-1.283, 3.661, 0.358], [-1.005, 4.352, 1.549], [-1.382, 3.701, 2.762], [-2.051, 2.516, 2.843], [-2.271, 1.819, 1.597], [-2.956, 0.627, 1.549], [-2.534, 1.922, 4.239], [-4.016, 1.756, 4.217], [-1.763, 0.575, 4.437], [-2.141, 2.767, 5.491], [-0.376, 5.747, 1.546], [-1.275, 6.761, 2.173], [0.981, 5.774, 2.278], [0.002, 6.116, 0.125], [-0.659, 0.325, -1.721], [0.042, -0.956, -2.028], [0.906, -0.923, -3.132], [1.656, -2.122, -3.348], [1.519, -3.195, -2.485], [0.554, -3.266, -1.503], [-0.233, -2.127, -1.333], [-1.229, -2.151, -0.431], [0.417, -4.515, -0.624], [-0.734, -5.324, -1.201], [0.248, -4.185, 0.877], [1.685, -5.337, -0.709], [2.545, -2.193, -4.615], [1.852, -1.701, -5.901], [3.079, -3.584, -4.931], [3.718, -1.294, -4.291], [-5.933, -1.902, 0.660], [-4.967, -0.567, 1.472], [-4.558, -2.233, 1.752], [-4.865, -3.351, -1.103], [-3.864, -3.714, 0.343], [-3.045, -3.115, -1.150], [-4.707, 0.222, -0.738], [-5.053, -1.114, -1.966], [-3.299, 0.431, -2.722], [-2.458, -1.089, -2.460], [-3.460, 1.858, -0.970], [-1.965, 2.371, -1.735], [-1.208, 4.159, -0.631], [-1.236, 4.221, 3.696], [-4.337, 1.001, 3.491], [-4.464, 2.672, 3.840], [-4.377, 1.533, 5.216], [-1.659, 0.110, 3.452], [-2.241, -0.033, 5.192], [-0.744, 0.826, 4.840], [-2.552, 3.748, 5.485], [-1.054, 2.815, 5.589], [-2.532, 2.199, 6.333], [-1.494, 6.538, 3.245], [-2.291, 6.784, 1.641], [-0.915, 7.785, 2.063], [0.825, 5.320, 3.331], [1.452, 6.770, 2.361], [1.657, 5.134, 1.716], [-0.945, 6.238, -0.499], [0.717, 5.410, -0.312], [0.461, 7.154, 0.168], [-0.059, 1.028, -1.064], [-0.775, 0.789, -2.722], [0.925, 0.000, -3.758], [2.153, -4.063, -2.659], [-1.676, -4.884, -0.928], [-0.728, -6.289, -0.725], [-0.580, -5.463, -2.310], [-0.445, -3.397, 1.121], [1.273, -3.774, 1.160], [0.023, -5.086, 1.393], [1.826, -5.686, -1.747], [1.512, -6.251, -0.127], [2.610, -4.833, -0.480], [0.986, -2.284, -6.203], [2.598, -1.772, -6.711], [1.595, -0.674, -5.895], [2.304, -4.242, -5.242], [3.470, -4.044, -4.047], [3.825, -3.489, -5.744], [3.379, -0.280, -4.034], [4.278, -1.168, -5.192], [4.298, -1.755, -3.454], [-2.111, -2.056, 2.250], [-2.251, -3.048, 2.039], [-2.809, -1.740, 2.920], [-1.249, -2.138, 2.774], [4.144, 3.455, 0.468], [3.192, 2.126, 0.643], [1.496, 2.092, 1.116], [1.501, 0.361, 1.026], [2.614, -0.143, 0.664], [3.549, 0.819, 0.445], [4.867, 0.369, 0.153], [5.459, 0.817, -1.026], [6.701, 0.330, -1.332], [7.346, -0.555, -0.460], [6.729, -0.987, 0.721], [5.458, -0.514, 1.011], [0.229, -0.509, 1.747], [4.843, 1.482, -1.711], [7.222, 0.696, -2.251], [8.342, -0.886, -0.675], [7.243, -1.762, 1.344], [4.966, -0.839, 1.925]], "atomic_forces_ev_per_a": [[-0.2, 0.3, 0.8], [-1.3, -0.3, 1.4], [2.1, 0.3, -1.4], [-0.6, 0.2, -0.4], [-0.2, 0.5, -0.1], [0.3, 1.3, -0.3], [-0.4, -0.5, 0.2], [-1.5, -0.8, 0.2], [0.8, 1.0, 0.3], [-0.7, 0.6, 0.5], [-0.3, -0.9, -0.1], [0.2, 1.3, -0.6], [-0.3, -1.4, 0.1], [-1.2, -0.8, 0.8], [1.0, 0.6, 0.0], [2.2, 0.1, -0.6], [-0.8, -0.2, -0.7], [0.6, 1.3, -0.2], [0.3, -1.1, -1.0], [1.3, -0.5, -0.2], [-2.7, 0.5, -0.1], [-0.4, -1.3, 1.8], [-1.1, 2.1, -0.8], [0.3, 1.7, -0.3], [-0.3, 0.3, -0.7], [0.2, -1.6, 0.8], [-0.7, 1.4, -1.7], [0.2, -0.4, -0.7], [0.3, 0.3, 0.6], [-0.1, -0.1, 1.1], [0.0, -0.5, -0.7], [0.0, 1.2, -0.2], [0.5, -0.4, -0.6], [2.0, 1.3, -0.7], [-0.4, -1.4, -1.2], [-0.6, 0.1, 0.6], [0.9, -0.6, -0.2], [0.3, 0.7, -0.1], [0.1, 0.2, 0.5], [0.0, 0.3, 0.4], [-0.1, 0.0, -0.5], [-0.5, 0.0, 0.1], [0.7, 0.3, 0.4], [0.2, 0.3, -0.4], [-0.1, -0.4, 0.0], [0.2, -0.9, -0.5], [0.7, 0.3, 1.0], [-0.1, -0.4, 0.0], [-0.3, -0.7, -0.1], [0.6, 0.0, 0.1], [0.2, 0.3, -0.4], [0.4, -0.5, 0.8], [0.3, 0.2, 0.1], [0.1, -0.1, 0.3], [-0.2, 0.3, 0.3], [-0.3, -0.1, 0.1], [0.0, -0.2, 0.6], [-0.3, -0.4, 0.1], [-0.8, -0.4, -0.6], [-0.4, 0.9, 0.1], [-0.1, 0.2, 0.0], [0.0, 0.2, 0.2], [0.3, 0.2, -0.7], [1.2, -0.2, 0.7], [0.3, -0.1, 0.2], [0.6, 0.8, -1.5], [-0.5, -0.3, -0.1], [0.3, -0.1, 0.2], [1.3, -0.3, 0.4], [-0.3, 0.2, 0.0], [-0.3, -1.2, -0.2], [-0.3, -0.8, -0.8], [0.1, 0.4, 0.5], [0.3, -1.0, 0.5], [-0.3, 0.4, 0.0], [-0.5, 0.4, -0.4], [0.0, -0.8, 0.1], [-0.5, 0.2, 1.1], [-0.2, -0.1, -0.3], [-1.3, -0.6, 0.2], [0.0, -0.8, 0.7], [-0.1, -0.1, 0.3], [0.5, 0.2, 0.2], [0.1, 0.3, 0.6], [-0.1, -0.2, 0.2], [-0.2, -0.2, 0.1], [-0.5, 1.1, 0.3], [-0.9, -0.5, -0.6], [0.9, -0.2, 0.3], [-0.2, -0.3, 0.6], [0.1, -0.3, 0.3], [1.0, -0.1, -0.5], [-0.2, 0.6, -0.7], [-0.1, -1.0, 0.6], [-0.5, 0.3, -0.3], [0.0, 0.0, -0.1], [0.4, 0.5, 0.2], [0.0, 0.3, 0.1], [-0.3, -0.5, -0.1], [0.7, 0.5, -0.2], [-0.2, 0.7, 0.3], [0.5, -0.8, -0.1], [-0.3, 0.7, 0.1], [-0.6, 0.7, -0.7], [-1.5, 0.4, -0.5], [1.3, 0.3, -0.7], [-0.5, 0.2, 0.4], [0.8, -0.6, -0.6], [0.6, -0.6, 0.9], [-1.0, -0.6, -0.1], [1.1, -0.8, 1.0], [-0.5, -0.5, 0.9], [0.3, -0.2, -0.2], [-0.6, 1.0, -0.4], [-0.1, 0.1, -0.3]], "gap_ha": [0.2686, 0.2720], "multiplicity": 4, "homo_energy_ha": [-0.2710, -0.2705], "s2": 3.790, "e_tot_ev": -117034.918}


(3)
{"formula": "C13H17NO3", "method": "wB97M-V/def2-TZVPD", "species": ["O", "C", "O", "C", "C", "C", "C", "C", "N", "C", "O", "C", "C", "C", "C", "C", "C", "H", "H", "H", "H", "H", "H", "H", "H", "H", "H", "H", "H", "H", "H", "H", "H", "H"], "coordinates": [[0.555, 1.480, -3.059], [-0.017, 2.479, -2.712], [-0.241, 3.496, -3.559], [-0.539, 2.776, -1.334], [0.487, 3.590, -0.529], [1.868, 2.935, -0.419], [1.844, 1.461, -0.018], [1.177, 1.209, 1.337], [0.832, -0.184, 1.507], [-0.385, -0.651, 1.139], [-1.285, 0.085, 0.776], [-0.559, -2.128, 1.268], [-1.804, -2.608, 1.661], [-2.021, -3.967, 1.789], [-1.000, -4.860, 1.507], [0.234, -4.390, 1.090], [0.458, -3.030, 0.972], [0.117, 3.291, -4.437], [-1.450, 3.366, -1.433], [-0.772, 1.840, -0.825], [0.074, 3.758, 0.467], [0.608, 4.568, -1.000], [2.373, 3.005, -1.385], [2.460, 3.502, 0.304], [1.311, 0.896, -0.783], [2.871, 1.088, 0.008], [0.236, 1.758, 1.401], [1.828, 1.520, 2.158], [1.567, -0.835, 1.730], [-2.591, -1.898, 1.864], [-2.987, -4.333, 2.104], [-1.167, -5.923, 1.603], [1.025, -5.086, 0.852], [1.417, -2.679, 0.616]], "atomic_forces_ev_per_a": [[0.1, -0.2, 0.0], [0.0, -0.3, 0.0], [-0.2, 0.6, -0.3], [0.0, 0.1, 0.0], [0.1, 0.0, -0.1], [-0.1, -0.1, 0.0], [-0.1, 0.2, 0.1], [0.0, 0.1, -0.3], [0.3, 0.0, 0.1], [0.3, -0.1, 0.2], [-0.3, 0.1, -0.1], [-0.2, -0.3, -0.1], [0.1, 0.1, 0.0], [0.0, 0.0, 0.0], [0.0, -0.1, 0.0], [0.1, -0.1, 0.0], [-0.1, 0.1, 0.0], [0.1, -0.2, 0.2], [0.0, -0.1, 0.0], [0.0, 0.0, -0.1], [-0.1, 0.1, 0.0], [0.0, 0.0, 0.1], [0.1, 0.1, 0.0], [0.1, 0.1, -0.1], [0.0, -0.1, 0.0], [0.0, -0.1, 0.0], [0.1, 0.0, 0.1], [-0.1, 0.0, 0.0], [-0.2, 0.0, 0.1], [-0.1, 0.1, 0.0], [-0.1, 0.0, 0.0], [0.0, -0.1, 0.0], [0.1, 0.0, 0.0], [0.1, 0.0, 0.0]], "gap_ha": 0.3753, "smiles": "O=C(O)CCCCCNC(=O)c1ccccc1", "multiplicity": 1, "e_above_lowest_ev": 0.000, "homo_energy_ha": -0.3452, "e_tot_ev": -21390.813}